[1]
A cluster of 3 separate species, C4H10O3 in total in a non-equilibrium geometry. Source: the OMol25 dataset; level of theory: ωB97M-V with the def2-TZVPD basis set.

Geometry as XYZ:
```
17
Properties=species:S:1:pos:R:3:forces:R:3:lowdin_charge:R:1
O 2.1803 0.4613 -2.6576 3.9 -0.5 -0.5 -0.64
O -3.5512 -0.4204 1.2879 -0.7 -0.3 -0.6 -0.41
O 2.3111 0.8438 0.1634 0.4 2.3 -1.5 -0.20
C -1.2549 0.6504 1.1174 0.7 -3.9 -1.8 -0.15
C 0.1225 -0.6407 -0.8381 2.5 -1.9 1.9 -0.09
C -2.2938 -0.7148 1.0084 0.5 1.6 3.3 -0.54
C -0.0015 -0.0098 0.3963 -0.7 1.4 1.2 -0.23
H 0.8889 0.1727 0.9836 -0.3 0.1 -0.4 0.04
H -1.0781 1.0835 2.1463 -0.1 -0.7 -1.2 0.08
H -1.8370 -1.4051 1.8437 0.0 0.4 -0.8 0.07
H 1.2182 -0.8764 -1.2721 -2.4 1.0 1.3 0.05
H -0.3631 -1.6190 -0.7276 -1.5 0.6 -1.5 0.02
H 2.5183 0.7074 -0.7805 1.6 -1.2 -1.2 -0.03
H 3.1966 0.2622 -2.8918 -3.2 0.7 0.6 -0.10
H 1.5367 1.3136 -0.2527 0.3 -0.1 1.6 0.04
H -1.9781 -1.1775 0.0797 -0.6 0.0 -0.6 0.03
H -1.6149 1.3689 0.3934 -0.4 0.4 0.2 0.06
```
Positions in Å, forces in eV/Å.

Values from the calculation:
Relative energy (zero: lowest compared OMol25 entry of this formula, charge and spin) ... 473.2 kJ/mol
Kohn-Sham gap ... 6.2 eV
F_max ... 4.3 eV/Å
Total charge ... -2
HOMO level ... 0.71 eV

[2]
A structure of composition F6KN3O12S6 in a non-equilibrium geometry. Source: the OMol25 dataset; level of theory: ωB97M-V with the def2-TZVPD basis set.

Geometry as XYZ:
```
28
Properties=species:S:1:pos:R:3:forces:R:3:lowdin_charge:R:1
K 1.3176 1.1038 0.7581 -0.3 -0.2 -0.2 0.92
S 2.0866 -4.5323 1.3212 -3.6 -2.0 1.3 0.63
S -2.4302 1.8793 3.9825 3.4 -0.4 7.0 0.45
S 1.0677 2.5345 -3.9832 4.2 -0.2 1.4 0.53
S -1.1669 1.9191 -4.3404 -8.0 1.0 -2.2 0.38
S 4.0889 -3.4912 0.5065 8.8 2.2 -2.6 0.38
S -4.0427 1.1868 2.2733 -0.8 0.1 -2.7 0.60
F 2.4606 1.7725 -3.8875 0.0 -1.5 0.0 -0.21
F -4.6255 2.1425 1.1052 0.1 -0.9 0.5 -0.22
F 4.3414 -2.0844 -0.2830 1.0 0.5 -0.3 -0.26
F -1.1728 2.8483 4.0740 0.7 0.9 0.1 -0.24
F -2.3238 1.0107 -3.6933 0.2 0.3 0.7 -0.21
F 1.2393 -3.7482 2.4706 0.9 -0.5 -0.4 -0.22
O 4.6259 -4.4224 -0.4694 -1.2 0.1 1.3 -0.29
O 4.8234 -3.2865 1.7218 0.1 -0.7 0.1 -0.30
O 1.2708 3.3487 -2.8171 -1.2 0.5 -0.2 -0.32
O -1.6960 0.5948 4.2622 -2.7 2.3 -1.0 -0.35
O 1.2458 3.0751 -5.3060 -1.6 -0.2 0.8 -0.27
O 1.0166 -5.1339 0.5372 1.7 1.0 0.6 -0.31
O 2.9387 -5.5086 2.0589 -1.3 3.1 -1.9 -0.31
O -5.0842 1.1758 3.2762 1.3 -0.1 -0.9 -0.29
O -1.5601 3.2972 -3.9971 1.2 -2.1 -0.2 -0.31
O -3.6999 -0.0748 1.6036 -0.2 2.6 1.4 -0.30
O -1.3318 1.5110 -5.6941 0.4 0.5 -1.0 -0.30
O -3.3074 2.4398 5.0363 1.5 -1.6 -2.0 -0.33
N 2.6721 -3.1213 0.5812 -6.4 -3.5 2.0 -0.28
N -0.0044 1.2771 -3.6541 4.9 1.6 0.8 -0.26
N -2.7496 2.2863 2.5560 -3.1 -2.9 -2.3 -0.29
```
Positions in Å, forces in eV/Å.

Values from the calculation:
Relative energy (zero: lowest compared OMol25 entry of this formula, charge and spin) ... 498.1 kJ/mol
Kohn-Sham gap ... 8.2 eV
F_max ... 9.5 eV/Å
Total charge ... -2
HOMO level ... -5.60 eV

[3]
A cluster of 2 separate species, C4H9N2O2 in total in a non-equilibrium geometry. Source: the OMol25 dataset; level of theory: ωB97M-V with the def2-TZVPD basis set.

Geometry as XYZ:
```
17
Properties=species:S:1:pos:R:3:forces:R:3:lowdin_charge:R:1
O 2.8001 -0.1334 -0.7115 1.9 0.0 0.4 -0.07
O 5.9653 -0.8321 0.5722 1.1 -0.4 0.4 0.18
N 4.0345 -0.1056 -0.3663 -2.5 0.0 -0.7 0.03
N 4.9173 -0.6530 0.0915 -0.4 0.3 -0.1 -0.04
C -0.3023 1.9898 -0.3304 1.3 -2.3 -1.8 0.01
C -0.7740 -1.8039 0.4657 -3.5 1.3 -0.2 0.01
C -0.4413 -0.4082 0.6358 -0.2 1.1 -1.5 0.08
C -0.1336 0.4150 -0.4709 1.1 2.4 2.1 -0.16
H 0.9586 0.1193 -0.6724 -0.1 0.3 1.0 0.16
H -0.3670 -0.0294 -1.3499 -1.6 -1.1 -3.2 0.10
H -0.9706 -1.9727 -0.5795 0.8 -0.7 -0.4 0.10
H -1.2176 2.2824 -0.7538 -1.1 0.3 -1.0 0.07
H -0.4116 0.2313 1.4870 0.0 -0.6 1.6 0.14
H -0.3804 2.2971 0.6409 0.1 0.4 2.9 0.05
H 0.5266 2.5360 -0.7625 0.0 -0.1 -0.3 0.09
H -0.1181 -2.3736 1.0100 1.9 -1.9 1.0 0.09
H -1.7815 -2.1136 0.9315 1.2 0.9 -0.1 0.17
```
Positions in Å, forces in eV/Å.

Values from the calculation:
Relative energy (zero: lowest compared OMol25 entry of this formula, charge and spin) ... 877.2 kJ/mol
Kohn-Sham gap ... 7.8 eV
F_max ... 3.7 eV/Å
Total charge ... +1
HOMO level ... -13.90 eV

[4]
A structure of composition C9H7IN3O8W in a non-equilibrium geometry. Source: the OMol25 dataset; level of theory: ωB97M-V with the def2-TZVPD basis set.

Geometry as XYZ:
```
29
Properties=species:S:1:pos:R:3:forces:R:3:lowdin_charge:R:1
W -1.8560 0.3710 -0.0672 0.0 0.9 -0.2 1.57
I -4.4321 0.5992 -0.2425 0.7 0.1 0.3 0.83
O 0.1510 0.7681 3.3949 0.0 0.1 0.0 0.29
O -1.1351 0.9850 1.5323 0.0 -0.1 0.0 -0.21
O 4.1315 -1.9175 1.0401 0.0 -0.1 -0.1 0.29
O -2.1653 -1.3184 1.1165 -0.6 -1.0 -0.3 -0.14
O 5.6463 -1.7112 2.8101 -0.1 0.0 -0.1 0.48
O -1.9802 -1.4319 -1.0192 -0.5 -0.7 0.3 -0.17
O -3.1086 -3.0192 0.0652 0.2 -0.3 -0.1 0.35
O -1.1366 0.7638 -1.8865 0.0 0.0 0.0 -0.15
N -1.7530 2.5680 -3.1343 0.0 0.0 0.0 0.32
N 0.3586 -0.4729 0.1349 -0.2 0.1 0.0 0.04
N -2.4663 -2.0689 0.0712 0.5 0.9 0.1 -0.44
C 1.0582 -1.1655 -0.7663 0.1 -0.1 0.0 -0.01
C 2.3328 -1.6454 -0.4791 -0.2 0.0 -0.1 0.12
C 0.8727 -0.2256 1.3405 0.1 -0.1 -0.1 -0.13
C 2.7953 -1.3622 0.7784 0.4 -0.1 0.2 -0.07
C 4.8927 -1.7865 1.9829 0.0 0.1 0.1 -0.08
C 2.1219 -0.6594 1.7455 -0.1 0.0 0.0 0.15
C -1.7431 2.5001 -0.6265 -0.2 0.1 -0.3 -0.17
C -1.5220 2.0276 -1.9898 0.0 -0.1 0.0 -0.51
C -0.0207 0.5460 2.2597 -0.3 0.1 0.0 -0.40
H -1.6307 2.0525 -4.0015 0.0 0.0 0.0 0.18
H -2.0580 3.5338 -3.1934 0.0 0.0 0.0 0.18
H 2.9028 -2.2094 -1.2062 0.0 0.0 0.0 0.17
H -2.5340 3.2283 -0.4809 0.0 0.0 0.1 0.09
H 0.6007 -1.3529 -1.7290 0.0 0.0 0.0 0.15
H 2.4780 -0.4463 2.7477 0.0 0.0 0.0 0.17
H -0.8009 2.8499 -0.1976 0.0 0.0 0.0 0.11
```
Positions in Å, forces in eV/Å.

Values from the calculation:
Relative energy (zero: lowest compared OMol25 entry of this formula, charge and spin) ... 64.9 kJ/mol
Kohn-Sham gap ... 7.1 eV
F_max ... 1.2 eV/Å
Total charge ... +3
HOMO level ... -19.89 eV

Summary of calculated total energy in eV
-10445.1295, -126681.0529, -11353.8761, -40189.5012
(order as listed above)
Summary of molecular weight in g/mol
106.1, 579.5, 117.1, 595.9
(order as listed above)